The following is a quantum chemistry calculation of a structure of composition C23H26MoN4OS4, from the OMol25 dataset.

Computed properties:
2S+1	3
highest occupied orbital energy (spin up / spin down)	-0.518 / -0.518	Ha
largest force on an atom	0.2	eV/A
net charge	+2

Each line ends with the Mulliken spin population.
CARTESIAN COORDINATES (ANGSTROEM)
Mo1 0.248119 -0.146457 -0.333844  2.1104
H1 1.294847 -2.879522 -3.680883  0.0002
O1 2.206177 -0.508313 -0.531333  0.1038
N1 5.808240 -1.757573 2.117203  0.0123
H2 -1.972249 -3.502607 1.326834  -0.0002
C1 1.273685 1.891260 4.072519  0.0181
C2 0.704396 0.694012 1.615814  -0.1799
H3 0.155082 -2.722036 0.811833  0.0102
C3 5.083186 -1.317517 1.345399  0.0002
S1 -0.106022 2.410603 -0.402128  -0.0315
H4 -1.933036 -3.142671 -2.847861  -0.0010
H5 -0.519861 0.959373 4.770015  0.0003
C4 4.627640 0.161374 -0.614989  0.0012
C5 0.695826 -2.012900 -3.406644  0.0025
C6 4.173402 -0.764219 0.388081  0.0179
H6 -3.548985 -1.321788 -2.358421  0.0008
H7 0.908183 -1.648647 1.783877  0.0061
H8 -4.156233 -3.045661 2.397060  0.0000
H9 -4.516757 -0.917762 3.603232  0.0004
H10 -2.701368 0.739497 3.765776  0.0002
C7 -3.567550 -1.112868 3.123763  0.0059
H11 1.744435 2.380217 -3.649304  0.0025
C8 -2.544828 -0.179121 3.214656  -0.0017
H12 -2.104550 3.610346 -0.894308  -0.0021
C9 1.530617 -0.743685 -3.445908  0.0027
C10 1.462882 2.057600 -2.646641  0.0043
N2 0.090985 -1.777401 1.182959  -0.0358
H13 2.364230 1.866972 -2.060785  0.0008
N3 2.931558 -1.087863 0.449783  -0.0052
H14 3.048876 2.633493 3.120408  0.0000
S2 -2.270874 -0.086422 -0.749633  -0.0251
H15 2.439587 -0.816799 -2.851918  -0.0008
C11 -0.160070 0.511614 2.700336  0.0222
H16 -2.147331 -2.983056 -1.115729  -0.0050
H17 1.774887 -0.487683 -4.476932  -0.0010
C12 0.524648 3.060350 -2.000285  0.0006
H18 1.048565 3.985884 -1.766610  -0.0010
C13 -1.910121 2.594731 -0.546917  0.0141
H19 -2.197290 1.608941 -2.461089  0.0042
C14 -1.770422 -2.472016 -2.003593  0.0066
C15 -2.482341 -1.148109 -2.215442  0.0045
C16 1.857815 1.456502 1.784548  0.0120
S3 0.024236 -2.330328 -1.732018  -0.0176
H20 -2.095115 -0.619975 -3.088441  0.0025
H21 1.493081 2.351448 5.025685  0.0004
H22 -0.318919 3.293236 -2.650307  -0.0005
C17 -1.152692 -1.600230 1.904127  0.0039
C18 2.146948 2.047583 3.003358  -0.0130
C19 -2.150075 -2.555445 1.825040  0.0134
C20 -3.370778 -2.303918 2.439840  0.0015
H23 -2.275912 2.533788 0.480351  -0.0035
H24 2.536444 1.615866 0.951848  -0.0128
N4 4.868325 0.912530 -1.449070  0.0098
H25 -3.656498 1.734755 -1.461783  0.0014
C21 -1.316350 -0.406379 2.601723  -0.0255
S4 0.475324 0.548266 -2.754828  -0.0310
C22 0.133784 1.122440 3.922721  -0.0090
C23 -2.579417 1.568062 -1.439935  0.0063
H26 -0.150366 -1.951773 -4.091213  -0.0006

Forces on atoms 1 to 2 (eV/Å):
0.15 -0.04 -0.10
0.01 0.01 0.02